# 1
ORCA calculation (wB97M-V/def2-TZVPD) on C39H37As2N3O3Pd as an isolated structure in a non-equilibrium geometry.

XYZ file:
```
85
Properties=species:S:1:pos:R:3:forces:R:3
Pd -11.2958 13.0991 14.2155 -0.14 0.30 0.36
As -12.0239 8.2160 15.3029 0.52 0.37 -0.81
As -14.7134 13.3162 14.7034 -0.19 0.16 -0.53
O -13.7797 10.0652 15.1147 -0.21 -0.40 -0.72
O -11.3893 10.3213 7.4565 -1.16 -2.79 -1.70
O -12.6058 9.7016 14.3489 0.20 -0.44 0.55
N -10.6869 10.6958 9.5955 0.18 2.09 -1.24
N -10.5868 12.3297 7.8911 0.11 -0.62 -0.32
N -10.0190 12.7423 12.5886 -0.69 -0.29 -0.24
C -10.7456 13.4946 8.6256 -0.24 1.83 -0.75
C -9.8333 14.4978 8.2525 -0.56 1.03 1.91
C -7.6935 8.5170 13.3292 1.09 -1.75 -0.23
C -15.9061 11.1800 18.1918 0.76 0.71 -0.96
C -11.9266 15.0767 17.1959 -0.38 0.46 0.44
C -9.8157 9.5080 13.8132 -2.20 0.87 0.21
C -9.9128 9.8236 18.6099 0.99 -0.12 0.21
C -8.0671 7.3745 14.0385 -0.48 0.04 0.62
C -8.1891 12.9343 11.0939 -0.01 0.42 1.27
C -10.9580 16.0100 9.8344 0.55 -0.02 -0.05
C -10.2497 8.3025 14.4032 -0.60 1.70 0.72
C -10.9986 17.3106 10.5985 0.68 -0.32 -1.38
C -12.5201 9.2682 17.9166 -3.06 -0.33 1.50
C -10.0514 11.5630 10.5167 0.54 -0.98 0.77
C -8.7580 11.9869 10.2919 -0.39 0.10 -0.27
C -10.2075 9.4463 17.3137 -1.88 -0.27 0.43
C -12.1591 12.5576 16.0872 1.46 -0.47 -0.24
C -11.5470 9.0921 16.9779 1.62 0.34 -0.42
C -17.0954 12.6494 16.1513 0.15 0.97 -1.67
C -14.7445 10.4277 14.1310 -0.73 -2.19 0.64
C -10.9734 14.1062 17.5409 0.51 0.30 0.08
C -15.7430 12.4748 16.1162 1.10 0.12 0.75
C -9.9746 15.7669 8.8558 0.12 0.13 -0.39
C -12.9996 13.5456 15.5772 -0.32 1.28 1.03
C -11.0427 12.8933 16.9278 -1.35 -0.83 0.04
C -12.2382 9.6759 19.2290 1.77 0.68 -0.87
C -12.8809 14.8325 16.2373 -0.23 0.06 0.12
C -15.1630 11.7663 17.1611 0.01 -0.71 0.25
C -10.9504 11.0493 8.2683 1.23 2.14 1.57
C -14.4488 11.7211 13.5440 0.30 1.68 -0.91
C -8.5859 9.5215 13.1867 -0.65 2.55 -0.25
C -11.8297 13.7887 9.4850 0.50 -0.96 -0.19
C -17.2584 11.4664 18.2123 0.17 -1.30 1.81
C -9.3519 7.2758 14.5795 0.26 0.45 -1.08
C -17.8106 12.1413 17.1889 -2.46 0.80 -0.88
C -10.9115 9.9327 19.5758 0.06 -0.68 -0.39
C -8.8719 13.3208 12.2417 -0.94 -0.85 -0.72
C -11.8424 14.9961 10.1609 -0.23 -0.57 -0.31
C -10.5888 11.8767 11.7444 -0.17 0.05 -0.92
H -11.0323 9.8081 9.7944 -0.57 -1.51 0.93
H -9.7150 6.4089 15.0732 0.18 -0.88 0.43
H -8.8482 9.9747 18.8892 -0.87 0.07 -0.20
H -13.6482 15.6185 16.1599 0.29 -0.52 -0.58
H -13.3946 11.8344 13.2417 -0.32 -0.28 -0.17
H -12.5867 15.0903 10.9404 -0.06 0.43 0.02
H -10.3783 18.0138 10.0140 -0.43 0.13 0.70
H -9.3071 16.6084 8.5513 -0.48 -0.84 0.37
H -10.4478 12.0592 17.2495 0.42 -0.04 0.02
H -17.5265 13.2429 15.3314 -0.28 -0.39 0.51
H -10.4802 12.4540 6.8803 -0.29 -0.32 0.74
H -9.4682 9.4212 16.5616 0.84 -0.18 -0.59
H -12.9671 9.9316 19.9494 -1.02 -0.27 0.51
H -18.8863 12.2738 17.1365 -0.02 0.09 0.35
H -12.0034 17.6502 10.7387 -0.62 0.44 -0.22
H -14.1068 11.6057 17.1410 0.45 -0.12 0.10
H -10.5085 10.4664 13.8547 1.54 -2.18 -0.19
H -10.5995 10.0936 20.5965 -0.25 0.38 0.14
H -8.3048 10.4370 12.6424 -0.02 -0.48 0.27
H -17.9120 11.1716 19.0310 0.24 -0.28 -0.12
H -6.7275 8.6139 12.8240 -0.22 -0.26 0.40
H -10.6179 17.1575 11.5846 0.62 0.05 0.68
H -7.2192 13.3624 10.9802 0.55 0.02 -0.56
H -8.5954 14.0872 12.9063 0.85 0.77 0.57
H -12.6358 13.0523 9.6929 0.84 0.39 -0.23
H -8.3038 11.5440 9.4561 0.96 -0.13 -1.10
H -15.6654 10.4237 14.6995 -0.36 0.30 0.32
H -14.9438 9.5968 13.4009 0.82 0.57 0.37
H -12.0171 16.0096 17.7685 0.30 -0.35 -0.34
H -10.1980 14.2679 18.2944 -0.31 0.20 -0.25
H -7.4219 6.5552 14.2815 0.64 -0.18 -0.35
H -15.1093 11.8657 12.6803 0.26 0.14 0.01
H -15.3684 10.5270 18.8665 -0.32 0.18 0.41
H -12.3393 11.5091 15.9117 -0.05 -0.05 -0.06
H -13.6371 9.0460 17.7386 1.93 0.24 -0.21
H -11.5341 11.4192 11.9538 -0.43 0.04 0.67
H -8.9483 14.2493 7.6698 -0.38 0.10 -0.19
```
Forces are in eV/Å.

Net charge: 0
Spin multiplicity: 1

Löwdin population analysis, charges in e, atoms 1 to 6: atom 1 (Pd): 0.503, atom 2 (As): 1.373, atom 3 (As): 1.306, atom 4 (O): -0.269, atom 5 (O): 0.112, atom 6 (O): -0.439

# 2
ORCA calculation (wB97M-V/def2-TZVPD) on a 2-piece molecular cluster, C39H37BF6N2O4 overall in a non-equilibrium geometry.

XYZ file:
```
89
Properties=species:S:1:pos:R:3:forces:R:3
F 0.0389 -2.2595 6.1478 -1.20 -0.30 0.51
F -0.6070 5.8748 0.3901 -0.54 0.94 -0.79
F -1.2500 -4.0162 6.4793 -0.03 1.43 0.19
F -2.5548 6.8389 0.0557 1.30 0.06 -0.50
F -0.6994 7.8531 -0.5865 -0.50 -1.06 -0.15
F -1.6221 -2.1483 7.6017 0.15 -0.30 -1.03
O 2.8090 0.4655 -2.6693 -0.76 -0.56 0.07
O 3.9731 -1.5137 -3.5759 -1.40 0.18 0.24
O 5.9457 -1.1602 -1.6772 1.05 0.95 0.13
O 3.0420 -1.5715 -1.2926 -0.94 -0.21 -0.49
N -1.6467 -2.8140 4.0029 -0.35 0.69 0.89
N -1.9956 4.5857 -1.5423 1.55 -0.25 -0.69
C -2.0630 -4.1307 3.7080 -0.30 -1.30 0.02
C 8.3762 -1.2939 -1.6099 0.90 -0.58 0.20
C -0.2239 -0.8911 3.4215 -0.37 -0.42 -0.04
C -0.9535 -2.0537 3.0742 0.70 0.34 -0.70
C -3.4208 -4.4849 3.7544 0.42 0.18 -0.48
C 0.1933 -2.0049 -3.6825 -0.01 -0.18 -0.19
C 6.9594 0.8379 -1.4413 0.47 -1.11 0.00
C 1.6876 0.0107 -3.3777 0.13 -0.46 0.07
C -1.1035 -5.1242 3.4280 -0.24 0.56 0.10
C -5.6670 4.9941 -1.8954 -0.06 -0.09 0.13
C -1.4998 -6.4252 3.1389 -0.17 0.18 -0.12
C 1.1436 0.3011 0.1009 -0.71 2.12 0.34
C 0.2562 3.6572 -1.2527 0.66 -0.28 0.02
C -2.8597 -6.7454 3.0775 -0.03 0.20 0.10
C -3.8428 3.8494 -0.1189 0.29 0.45 -0.33
C -0.4074 -1.6211 0.7380 0.32 0.46 -0.02
C -4.3037 5.0593 -2.1748 0.41 -0.40 0.18
C -3.3761 4.4722 -1.2958 -1.83 -0.06 0.34
C -0.9701 -2.4246 1.7082 -0.46 0.12 0.55
C 0.4342 -0.5288 1.0750 -1.13 -1.37 0.80
C 1.5681 -1.5516 -3.2578 0.57 0.15 0.26
C 7.1483 -0.5234 -1.5435 -1.08 1.45 0.04
C 2.7799 -2.1001 -4.0697 -0.19 -0.07 0.03
C -1.1444 3.5101 -1.4183 -0.15 0.41 0.14
C -5.1986 3.8731 0.1958 0.06 -0.29 -0.30
C 4.9714 -0.1952 -1.7047 0.53 0.98 -0.86
C -3.8146 -5.7685 3.3788 0.13 -0.17 0.11
C -1.3107 6.6463 -0.5081 -0.30 0.42 2.03
C -1.2645 -2.6404 6.3888 1.53 -0.96 0.62
C -1.6847 2.2018 -1.4080 0.12 -0.97 0.15
C 1.0341 2.5822 -0.8590 -0.36 0.09 -0.41
C 1.8292 -2.0442 -1.7918 -0.30 0.23 -0.42
C -0.9306 1.1381 -0.9687 -0.46 0.66 0.26
C 5.5653 1.0530 -1.5522 -1.04 -1.24 0.09
C 0.4743 -0.1821 2.4575 0.33 -0.04 -1.24
C -1.4603 5.9272 -1.8150 -0.26 -0.57 -0.14
C -2.1462 -2.2166 5.2507 0.08 -0.29 -0.80
C -6.1218 4.3955 -0.7136 0.24 0.27 -0.14
C 0.4391 1.3125 -0.5909 0.26 -0.94 -0.09
B 3.6058 -0.7443 -2.3618 3.08 1.26 1.26
H 5.0301 1.9907 -1.5372 0.04 -0.04 -0.15
H -6.3765 5.4151 -2.6121 0.22 -0.16 0.29
H 2.6508 -1.8659 -5.1418 0.01 -0.06 0.16
H 7.7455 1.5737 -1.3427 -0.04 -0.09 0.02
H 1.8181 -3.1523 -1.7716 -0.25 0.23 -0.07
H -7.1897 4.3465 -0.5024 0.29 0.09 -0.02
H -0.7409 -7.1804 2.9435 -0.20 0.13 0.01
H -0.5606 -1.4921 -3.0641 0.06 -0.12 -0.19
H -1.3936 0.1568 -0.8722 0.15 0.29 -0.13
H 1.0255 -1.6781 -1.1396 -0.18 -0.19 -0.26
H 1.7945 0.2690 -4.4499 -0.24 -0.10 0.18
H 0.0790 -3.0859 -3.5287 -0.06 0.15 -0.16
H -0.4960 5.8548 -2.3174 -0.21 0.14 -0.05
H 2.2291 0.3749 0.1601 -0.01 -0.04 -0.04
H -1.4939 -3.3376 1.4218 0.01 0.41 -0.03
H 0.7957 0.5217 -2.9842 -0.22 -0.16 -0.19
H -2.7125 2.0423 -1.7274 0.23 0.07 0.18
H -4.8791 -6.0028 3.3175 0.33 0.01 0.11
H -5.5309 3.4510 1.1457 0.05 0.05 -0.34
H -2.1792 6.4741 -2.4316 0.33 -0.01 0.07
H -2.1546 -1.1255 5.1714 -0.12 -0.22 0.09
H -0.1728 -0.5721 4.4603 0.06 -0.02 -0.31
H 8.4493 -1.9959 -0.7717 0.11 -0.03 -0.10
H -0.0499 -4.8302 3.4457 -0.33 -0.22 -0.01
H -3.1468 -2.6105 5.4593 0.15 0.33 0.01
H 8.4573 -1.8718 -2.5416 0.03 0.17 0.19
H 0.0020 -1.7625 -4.7353 -0.07 -0.10 0.16
H 1.0287 0.7112 2.7320 0.05 -0.21 0.16
H -0.6606 -1.8394 -0.3033 0.49 -0.14 0.40
H 9.2073 -0.5796 -1.5363 -0.06 -0.36 -0.10
H 2.8485 -3.1972 -3.9573 -0.20 0.10 -0.10
H -3.1743 -7.7545 2.8071 0.09 0.31 0.09
H -4.1620 -3.7281 4.0198 0.12 -0.27 -0.19
H 0.7413 4.6208 -1.4105 -0.16 -0.38 0.27
H 2.0917 2.7123 -0.6632 -0.01 -0.03 -0.16
H -3.9359 5.5211 -3.0965 -0.28 -0.13 0.31
H -3.1156 3.3646 0.5367 -0.29 0.30 -0.04
```
Forces are in eV/Å.

Net charge: 0
Spin multiplicity: 1
Energy above the lowest of the compared OMol25 structures with the same formula, charge and spin: 0.0 kJ/mol

Löwdin population analysis, charges in e, atoms 1 to 6: atom 1 (F): 0.106, atom 2 (F): 0.116, atom 3 (F): 0.118, atom 4 (F): 0.120, atom 5 (F): 0.143, atom 6 (F): 0.132

Summary of LUMO in eV
0.177 -2.541
(order as listed above)